{
  "formula": "C28H29Br8F3INO4",
  "method": "ωB97M-V with the def2-TZVPD basis set",
  "smiles": "C=CN1C(=O)c2cc(C(F)(F)F)c(COc3ccccc3)c(CC(=O)I)c2C1=O.BrCCBr.BrCCBr.BrCCBr.BrCCBr",
  "total_energy_ha": -22629.377394,
  "orbital_gap_ev": 7.8125,
  "total_charge": 0,
  "e_homo_ev": -8.5460,
  "species": ["C", "C", "N", "C", "O", "C", "C", "C", "C", "F", "F", "F", "C", "C", "O", "C", "C", "C", "C", "C", "C", "C", "C", "C", "O", "I", "C", "C", "O", "H", "H", "H", "H", "H", "H", "H", "H", "H", "H", "H", "H", "H", "Br", "C", "C", "Br", "H", "H", "H", "H", "Br", "C", "C", "Br", "H", "H", "H", "H", "Br", "C", "C", "Br", "H", "H", "H", "H", "Br", "C", "C", "Br", "H", "H", "H", "H"],
  "coordinates": [[2.37, -3.39, 1.47], [1.98, -4.65, 1.17], [0.65, -5.05, 0.82], [0.78, -5.35, -0.62], [1.06, -6.40, -1.11], [0.45, -3.98, -1.24], [0.72, -3.45, -2.50], [0.32, -2.13, -2.77], [0.68, -1.62, -4.18], [1.17, -2.59, -4.97], [-0.48, -1.21, -4.78], [1.58, -0.63, -4.17], [-0.36, -1.32, -1.83], [-0.73, 0.13, -2.17], [0.47, 0.90, -2.28], [1.08, 1.11, -1.07], [0.45, 1.83, -0.03], [1.08, 2.08, 1.19], [2.37, 1.61, 1.46], [3.00, 0.88, 0.43], [2.37, 0.63, -0.80], [-0.68, -1.86, -0.56], [-1.43, -1.09, 0.52], [-2.85, -0.70, -0.02], [-3.42, 0.25, 0.41], [-3.83, -1.85, -1.59], [-0.26, -3.16, -0.32], [-0.39, -4.06, 0.92], [-1.20, -4.02, 1.80], [2.12, -2.52, 0.84], [3.01, -3.21, 2.34], [2.75, -5.44, 1.14], [1.25, -4.07, -3.23], [-1.29, 0.15, -3.12], [-1.36, 0.61, -1.41], [-0.56, 2.20, -0.23], [0.52, 2.65, 1.94], [2.84, 1.79, 2.42], [4.01, 0.51, 0.64], [2.95, 0.06, -1.53], [-1.63, -1.79, 1.36], [-0.90, -0.22, 0.92], [5.91, 2.74, 4.89], [6.95, 3.36, 3.37], [6.10, 4.13, 2.40], [4.98, 2.94, 1.33], [7.42, 2.49, 2.93], [7.72, 4.00, 3.80], [6.72, 4.66, 1.68], [5.43, 4.84, 2.89], [-5.15, 0.91, 3.71], [-4.91, 2.84, 3.71], [-4.37, 3.33, 2.40], [-2.46, 2.96, 2.23], [-4.26, 3.08, 4.55], [-5.90, 3.25, 3.89], [-4.45, 4.41, 2.33], [-4.85, 2.88, 1.54], [2.60, 3.30, -1.38], [2.42, 5.16, -1.95], [3.32, 5.47, -3.11], [5.17, 5.70, -2.53], [2.61, 5.78, -1.08], [1.37, 5.26, -2.25], [3.05, 6.43, -3.56], [3.32, 4.70, -3.88], [-8.23, -3.35, -2.12], [-7.43, -4.81, -1.11], [-7.48, -4.55, 0.37], [-6.14, -3.26, 0.91], [-6.42, -4.94, -1.48], [-8.02, -5.69, -1.37], [-7.24, -5.46, 0.92], [-8.44, -4.17, 0.70]]
}